1.
ORCA calculation (ωB97M-V/def2-TZVPD) on C8H6N2 as an isolated structure at a distorted geometry.

The geometry in XYZ format:
```
16
Properties=species:S:1:pos:R:3:forces:R:3
C 0.241 -1.271 -1.002 0.285 0.281 0.872
C 0.645 0.898 -1.508 1.047 0.471 -0.564
C -0.983 1.316 0.120 -0.325 -0.136 0.778
C 0.449 -0.688 1.275 0.658 0.663 0.816
C -0.327 -0.112 -1.580 0.505 0.598 0.873
C -0.420 -1.271 0.298 1.632 -1.810 -0.497
C 0.475 1.382 -0.115 -0.647 -0.451 -1.747
C -1.402 0.204 -0.533 0.765 1.615 -1.001
N 1.156 0.369 0.729 2.268 1.526 0.895
N -1.816 -1.035 -0.004 -3.088 0.430 2.661
H 1.307 -1.514 -0.956 -0.440 -0.066 -0.782
H 1.599 0.969 -2.065 -0.637 -0.603 0.589
H -1.350 1.716 1.070 -0.139 -0.557 -0.241
H 0.657 -0.860 2.359 -1.017 -0.169 -0.933
H 2.127 0.670 1.030 -1.814 -0.910 -0.385
H -2.358 -0.772 0.881 0.946 -0.881 -1.333
```
Positions in Å, forces in eV/Å.

orbital gap (spin up / spin down): 7.244 / 6.921 eV
LUMO energy (spin up / spin down): -0.008 / -0.014 Eh
HOMO (spin up / spin down): -7.47 / -7.30 eV
energy above the lowest of the compared OMol25 structures with the same formula, charge and spin: 238.15 kcal per mole



2.
ORCA calculation (ωB97M-V/def2-TZVPD) on one molecule with the formula C8H6N2O at a distorted geometry.

The geometry in XYZ format:
```
17
Properties=species:S:1:pos:R:3:forces:R:3
C 1.036 -2.535 0.402 0.588 -1.189 -0.495
C 1.679 -2.522 -0.842 -0.761 0.259 2.963
C 1.660 -1.413 -1.561 -2.335 2.224 0.305
C 0.227 -0.393 -0.090 -0.480 -0.134 -0.806
C 0.293 -1.485 0.785 -2.508 1.913 1.868
C -0.664 0.761 0.258 3.011 -0.927 -1.311
C -1.971 2.135 1.159 -1.763 2.444 1.331
C -1.215 2.865 0.261 0.064 0.263 -0.646
H 1.241 -3.425 0.965 -0.476 -0.163 0.655
H 2.299 -3.317 -0.962 1.731 -2.136 -1.206
H 2.171 -1.315 -2.439 1.352 0.252 -2.261
H -0.406 -1.328 1.690 1.632 -0.881 -1.200
H -2.875 2.680 1.893 2.979 -2.275 -2.339
H -1.127 3.970 -0.225 -0.402 -3.140 1.669
N 0.856 -0.359 -1.253 0.659 0.062 0.238
N -1.544 0.770 1.147 -2.749 1.963 1.672
O -0.345 1.923 -0.302 -0.544 1.465 -0.436
```
Positions in Å, forces in eV/Å.

orbital gap: 9.770 eV
SMILES: c1ccc(-c2ncco2)nc1
LUMO energy: 0.023 Eh
HOMO: -9.15 eV
energy above the lowest of the compared OMol25 structures with the same formula, charge and spin: 57.67 kcal per mole



3.
ORCA calculation (ωB97M-V/def2-TZVPD) on one molecule with the formula C8H6N2O2S at a distorted geometry.

The geometry in XYZ format:
```
19
Properties=species:S:1:pos:R:3:forces:R:3
C -0.653 0.730 -2.314 -2.766 -0.305 -2.247
C 0.631 0.652 -1.914 0.545 -0.153 0.801
C -1.801 0.693 -1.493 0.736 -0.942 0.586
C -0.244 0.693 0.223 0.681 -1.059 2.517
C 0.871 0.607 -0.564 -0.348 0.499 -0.093
C -1.541 0.573 -0.120 -0.474 -0.010 -0.457
C 2.113 -0.011 1.261 0.316 2.659 2.041
C 0.111 -1.093 1.837 -0.108 3.537 -0.684
N -0.761 -1.895 1.295 3.758 -0.796 0.340
N -1.935 -1.734 1.100 -4.334 -1.023 -0.474
O 2.126 0.439 -0.084 -0.950 -0.895 1.008
O 1.479 -1.223 1.593 -0.983 -0.277 -0.159
S -2.789 -0.239 0.940 1.469 0.867 -0.331
H -0.731 0.600 -3.406 -0.628 0.297 0.568
H 1.349 0.381 -2.638 1.046 0.214 -0.540
H -2.790 0.331 -1.748 0.045 0.636 -0.928
H 3.160 0.022 1.457 0.798 -1.304 0.386
H 1.760 0.788 2.034 -0.146 -0.918 -1.751
H -0.354 -0.314 2.542 1.344 -1.025 -0.585
```
Positions in Å, forces in eV/Å.

orbital gap (spin up / spin down): 7.136 / 7.491 eV
LUMO energy (spin up / spin down): -0.031 / -0.030 Eh
HOMO (spin up / spin down): -7.99 / -8.30 eV
energy above the lowest of the compared OMol25 structures with the same formula, charge and spin: 148.81 kcal per mole



4.
ORCA calculation (ωB97M-V/def2-TZVPD) on one molecule with the formula C8H6N2OS2 at a distorted geometry.

The geometry in XYZ format:
```
19
Properties=species:S:1:pos:R:3:forces:R:3
C 0.614 -0.323 0.489 -1.189 -0.430 0.072
C -0.620 -0.120 -0.453 0.804 1.647 0.693
C -0.382 -0.030 -1.885 2.580 -1.482 -0.480
C -0.867 0.504 -3.976 -1.286 0.954 -0.740
C 0.005 -0.499 -4.239 2.546 0.031 -0.896
C 0.390 0.057 1.983 -0.361 -2.137 -1.241
C 1.144 -0.054 4.019 0.135 1.034 2.839
C -0.123 0.438 4.355 -0.498 0.909 -0.546
H -1.248 0.835 -0.338 0.580 -1.740 0.938
H -1.119 -1.070 -0.415 -1.014 -0.307 0.934
H -1.404 1.278 -4.667 1.121 -2.061 1.116
H 0.588 -0.824 -5.165 -1.445 0.751 1.161
H 2.126 0.040 4.646 -2.342 -0.705 -0.768
H -0.612 0.949 5.271 1.313 -1.281 -1.597
N -1.141 0.644 -2.620 -1.244 1.780 -1.671
N 1.300 -0.450 2.748 0.947 1.651 -0.370
O 1.605 -0.945 0.174 -1.158 1.140 -0.007
S 0.811 -0.999 -2.749 -1.410 0.135 -0.376
S -1.069 0.570 2.822 1.921 0.111 0.936
```
Positions in Å, forces in eV/Å.

orbital gap: 8.693 eV
SMILES: O=C(Cc1nccs1)c1nccs1
LUMO energy: -0.017 Eh
HOMO: -9.17 eV
energy above the lowest of the compared OMol25 structures with the same formula, charge and spin: 40.32 kcal per mole



5.
ORCA calculation (ωB97M-V/def2-TZVPD) on one molecule with the formula C8H6N4O2S at a distorted geometry.

The geometry in XYZ format:
```
21
Properties=species:S:1:pos:R:3:forces:R:3
O -2.001 -0.100 -3.724 0.391 -0.471 0.210
N -0.417 -0.179 -0.460 0.614 1.265 -0.393
N 1.526 -1.009 3.125 -0.206 0.508 -0.432
N 1.944 1.470 1.774 -0.717 -1.284 0.644
O -3.630 -1.996 -2.764 0.204 -0.044 0.499
S 0.787 2.102 -0.976 -0.968 -1.436 0.086
C -1.753 -0.501 -2.587 -2.656 -0.558 -0.814
C 0.423 0.703 0.062 -1.002 -0.073 -2.038
C -0.281 1.412 -2.151 0.381 -0.019 -0.069
C -0.808 0.225 -1.743 1.191 0.339 1.801
C 2.335 -0.053 3.595 -0.488 0.032 -0.183
C 2.514 1.176 2.955 0.699 -0.131 -0.297
C 0.870 -0.723 1.993 1.214 0.945 0.649
C 1.092 0.512 1.324 0.520 -0.448 1.160
N -2.525 -1.512 -2.042 1.729 1.225 -0.338
H -3.526 -1.752 -3.716 0.669 0.291 1.035
H -0.461 1.816 -3.137 0.063 0.228 0.187
H 2.842 -0.272 4.528 0.062 0.071 -0.075
H 3.267 1.863 3.386 -0.729 -0.155 -0.455
H 0.229 -1.488 1.590 -0.160 0.057 -0.154
H -2.428 -1.693 -1.033 -0.812 -0.342 -1.024
```
Positions in Å, forces in eV/Å.

orbital gap: 8.421 eV
SMILES: O=C(NO)c1csc(-c2cnccn2)n1
LUMO energy: -0.026 Eh
HOMO: -9.12 eV
energy above the lowest of the compared OMol25 structures with the same formula, charge and spin: 0.00 kcal per mole



6.
ORCA calculation (ωB97M-V/def2-TZVPD) on one molecule with the formula C8H6N4O4S4 at a distorted geometry.

The geometry in XYZ format:
```
26
Properties=species:S:1:pos:R:3:forces:R:3
O -1.030 -3.242 -1.608 1.559 1.128 0.651
O 2.015 2.940 5.754 0.388 0.179 0.464
O 0.288 -3.195 0.135 -0.094 0.783 -1.501
O 0.420 1.505 5.396 1.003 0.817 -0.480
N 0.647 0.493 -2.539 0.949 0.863 0.270
N 1.422 1.860 1.381 -0.543 0.379 0.810
S 2.528 2.167 -1.668 0.521 -0.613 0.987
S 3.757 1.953 0.052 -0.205 0.176 -1.065
S 1.920 -0.775 -0.694 -0.570 0.002 -0.367
S 3.249 2.645 3.011 0.306 -0.171 -0.260
C 1.693 0.596 -1.774 -0.449 -0.859 1.138
C 2.668 2.192 1.405 -0.248 -0.052 1.385
C 0.428 -1.490 -1.354 1.618 1.681 -0.475
C 1.699 2.221 3.688 0.028 -0.191 -3.806
C -0.050 -0.636 -2.308 -1.748 -0.275 -1.103
C 0.845 1.930 2.643 -0.395 -0.693 -0.193
N -0.116 -2.715 -0.941 -1.383 -2.022 1.286
N 1.365 2.221 5.028 -1.281 -0.505 1.734
C -1.350 -0.731 -3.073 -0.552 -0.109 0.700
C -0.619 1.601 2.734 -0.212 -0.726 -0.507
H -1.271 -1.426 -3.908 -0.034 -0.063 0.052
H -1.679 0.258 -3.451 0.528 -0.565 0.299
H -2.123 -1.113 -2.375 0.307 0.074 -0.603
H -1.023 1.488 1.697 0.380 0.211 0.902
H -1.171 2.388 3.264 0.108 -0.332 -0.028
H -0.754 0.625 3.262 0.021 0.881 -0.291
```
Positions in Å, forces in eV/Å.

orbital gap: 8.254 eV
LUMO energy: -0.051 Eh
HOMO: -9.64 eV
energy above the lowest of the compared OMol25 structures with the same formula, charge and spin: 0.00 kcal per mole



7.
ORCA calculation (ωB97M-V/def2-TZVPD) on a 2-piece molecular cluster, C8H6NO4 overall at a distorted geometry.

The geometry in XYZ format:
```
19
Properties=species:S:1:pos:R:3:forces:R:3
C -2.342 1.463 3.280 -1.438 -0.370 1.286
C -0.221 -1.988 -2.495 1.277 3.537 1.130
C 0.189 -1.639 -1.169 1.352 1.613 -2.591
C 0.171 -0.924 -3.275 -0.360 -2.444 2.175
C 0.915 -0.488 -1.279 -0.080 -0.197 0.653
C -0.339 1.065 1.709 0.477 1.052 -0.148
C -1.634 1.635 2.065 1.709 -0.453 -0.565
C 1.815 0.221 -0.269 -0.814 -1.754 -1.744
N -3.100 1.364 4.184 1.865 0.231 -1.756
O 0.396 0.369 2.685 -1.500 0.467 0.020
O 0.265 1.240 0.591 -1.674 0.378 1.654
O 0.891 -0.054 -2.575 0.392 0.675 0.671
O 2.406 -0.484 0.517 0.485 0.042 0.991
H -0.895 -2.730 -2.634 -1.691 -2.205 -1.153
H 0.064 -2.204 -0.336 -0.327 -1.362 2.385
H 0.028 -0.774 -4.269 -0.196 0.731 -2.582
H -2.085 2.394 1.391 0.567 -0.973 0.287
H 2.133 1.186 -0.601 0.322 1.028 0.016
H 1.342 0.347 2.480 -0.367 0.003 -0.729
```
Positions in Å, forces in eV/Å.

orbital gap: 7.137 eV
total charge: -1
LUMO energy: 0.120 Eh
HOMO: -3.87 eV
energy above the lowest of the compared OMol25 structures with the same formula, charge and spin: 16.52 kcal per mole



8.
ORCA calculation (ωB97M-V/def2-TZVPD) on C8H6NO5V as an isolated structure at a distorted geometry.

The geometry in XYZ format:
```
21
Properties=species:S:1:pos:R:3:forces:R:3
O -1.010 2.991 -6.266 -0.046 -0.628 3.029
C -1.021 2.734 -5.153 0.064 0.512 -2.844
V -0.933 0.436 -0.992 4.874 0.439 3.042
C -1.355 1.427 0.806 -2.546 3.992 6.357
O -1.678 1.950 1.790 1.851 -2.785 -5.047
C -1.281 -1.415 -1.378 -1.551 -8.898 -4.098
O -1.462 -2.510 -1.761 1.033 6.471 2.670
C 0.662 1.070 -1.958 8.171 2.465 -2.783
O 1.752 1.414 -2.275 -7.357 -2.240 1.874
C -2.726 0.920 -1.563 -9.739 0.989 -2.737
O -3.858 1.053 -1.814 6.491 -0.540 1.395
H -0.488 0.053 -2.572 -0.183 -0.049 0.019
C 1.680 -0.777 3.495 -0.290 1.152 0.075
C 1.603 -1.711 2.273 0.121 -0.253 0.134
C 0.974 -1.010 1.174 0.825 -0.832 0.986
N 0.463 -0.389 0.339 -1.618 0.631 -1.503
H 2.326 0.075 3.252 -0.027 -0.202 0.219
H 2.065 -1.267 4.395 -0.055 -0.219 -0.408
H 0.679 -0.382 3.712 0.237 -0.145 0.192
H 2.613 -2.059 1.984 -0.338 0.030 -0.251
H 0.993 -2.603 2.513 0.086 0.111 -0.320
```
Positions in Å, forces in eV/Å.

orbital gap (spin up / spin down): 4.282 / 4.768 eV
total charge: +3
LUMO energy (spin up / spin down): -0.638 / -0.622 Eh
HOMO (spin up / spin down): -21.65 / -21.69 eV
energy above the lowest of the compared OMol25 structures with the same formula, charge and spin: 7.08 kcal per mole
2S+1: 2